1.
The following is a DFT calculation (wB97M-V/def2-TZVPD) of a 7-piece molecular cluster, H15NO6 overall in a non-equilibrium geometry.

ORCA input file:
```
! RIJCOSX wB97M-V def2-TZVPD def2/J DEFGRID3
* xyz 0 1
N 2.639 -0.029 0.367
H 2.908 -0.993 0.291
H 1.732 -0.074 0.861
H 2.431 0.400 -0.529
O -0.417 -2.518 -0.926
H -1.121 -3.160 -0.813
H -0.020 -2.417 -0.053
O -1.065 2.143 -1.882
H -0.315 1.552 -2.115
H -1.448 2.443 -2.713
O -0.093 0.507 2.584
H -0.314 1.223 1.937
H 0.773 0.584 3.018
O -0.893 -2.021 1.860
H -1.816 -2.233 2.089
H -0.716 -1.079 2.076
O -0.898 2.438 0.974
H -1.860 2.299 0.958
H -0.743 2.586 0.025
O 0.294 -0.154 -2.677
H 0.911 -0.614 -3.256
H 0.032 -0.883 -2.077
*
```

The calculation puts the HOMO energy at -9.98 eV. As for the HOMO-LUMO gap: 10.527 eV. Its energy above the lowest of the compared OMol25 structures with the same formula, charge and spin is 36.5 kJ/mol. As for the SMILES: N.O.O.O.O.O.O.

***

2.
The following is a DFT calculation (wB97M-V/def2-TZVPD) of a 2-piece molecular cluster, C5H5F3N3 overall in a non-equilibrium geometry.

ORCA input file:
```
! RIJCOSX wB97M-V def2-TZVPD def2/J DEFGRID3
* xyz 1 1
C -0.472 -2.377 -0.587
C -1.429 1.319 -0.461
C -0.460 0.008 0.966
C 0.488 0.841 0.403
C 1.996 0.662 0.654
N -0.491 -3.340 -1.220
N -1.687 0.326 0.405
N -0.100 1.561 -0.557
F 2.250 -0.607 0.307
F 2.801 1.370 -0.045
F 2.264 0.814 1.916
H -2.125 1.914 -0.988
H -0.386 -0.576 1.869
H -0.536 -4.005 -1.975
H -2.555 -0.178 0.585
H 0.443 2.267 -1.272
*
```

The calculation puts the HOMO energy at -14.12 eV. As for the HOMO-LUMO gap: 10.536 eV. Its energy above the lowest of the compared OMol25 structures with the same formula, charge and spin is 23.1 kJ/mol.

***

3.
The following is a DFT calculation (wB97M-V/def2-TZVPD) of C24H37F9N2OPdS as an isolated structure in a non-equilibrium geometry.

ORCA input file:
```
! RIJCOSX wB97M-V def2-TZVPD def2/J DEFGRID3
* xyz 2 1
O 7.625 1.500 -2.533
C 6.599 1.300 -1.984
C 6.080 2.007 -0.672
C 5.057 1.011 0.076
C 3.847 1.980 0.398
C 2.809 2.181 -0.783
C 1.552 1.273 -0.481
C 0.309 1.774 -1.334
C -0.820 2.434 -0.443
C -2.191 1.698 -0.741
C -3.425 2.651 -0.425
C -4.187 2.114 0.862
C -4.874 0.721 0.574
C -6.382 0.995 0.110
C -7.236 -0.287 0.513
C -8.557 -0.318 -0.328
N -9.388 -1.539 -0.104
C -8.928 -2.786 0.182
C -10.097 -3.729 0.301
C -11.249 -2.932 0.043
C -10.768 -1.541 -0.193
C 5.652 0.583 1.482
C 5.727 -0.971 1.732
C 7.177 -1.511 1.441
F 7.987 -0.787 2.321
F 7.614 -1.162 0.186
C 7.398 -3.020 1.829
F 8.724 -3.170 2.141
F 6.738 -3.280 2.998
S 6.980 -4.298 0.527
F 5.887 -3.345 -0.209
F 8.189 -3.858 -0.441
F 7.996 -5.346 1.274
F 5.798 -4.903 1.499
F 6.603 -5.457 -0.538
C 4.919 -0.059 -1.077
N 5.534 0.381 -2.365
H 5.545 2.914 -1.047
H 6.978 2.355 -0.110
H 4.304 2.976 0.655
H 3.268 1.661 1.298
H 3.256 1.971 -1.785
H 2.493 3.253 -0.768
H 1.771 0.182 -0.623
H 1.254 1.382 0.596
H 0.669 2.559 -2.055
H -0.084 0.943 -1.983
H -0.952 3.518 -0.666
H -0.643 2.338 0.654
H -2.238 0.812 -0.057
H -2.233 1.299 -1.807
H -4.177 2.675 -1.265
H -3.042 3.692 -0.262
H -4.949 2.893 1.114
H -3.508 1.998 1.740
H -4.843 0.024 1.454
H -4.396 0.174 -0.277
H -6.333 1.135 -0.999
H -6.798 1.914 0.595
H -6.575 -1.159 0.268
H -7.463 -0.216 1.606
H -9.155 0.623 -0.253
H -8.238 -0.376 -1.408
H -7.854 -3.050 0.304
H -10.059 -4.806 0.540
H -12.305 -3.273 0.010
H -11.449 -0.687 -0.402
H 6.643 1.096 1.582
H 5.027 1.006 2.313
H 4.938 -1.521 1.170
H 5.505 -1.129 2.820
H 5.369 -1.071 -0.948
H 3.842 -0.243 -1.315
H 4.876 0.714 -3.069
Pd -3.145 1.121 -3.465
*
```

The calculation puts the HOMO energy at -12.83 eV. As for the HOMO-LUMO gap: 1.097 eV.